{
  "formula": "C49H43N2O2P2PdSi",
  "method": "wB97M-V/def2-TZVPD",
  "lumo_ev": -2.95,
  "e_homo_ev": -10.1,
  "charge": 1,
  "homo_lumo_gap_ev": 7.120,
  "elements": ["Pd", "C", "Si", "C", "C", "C", "C", "C", "C", "P", "C", "C", "C", "C", "C", "C", "C", "C", "C", "C", "C", "C", "C", "C", "C", "C", "C", "C", "P", "C", "C", "C", "C", "C", "C", "C", "C", "C", "C", "C", "C", "H", "H", "H", "H", "H", "H", "H", "H", "H", "H", "H", "H", "H", "H", "H", "H", "H", "H", "H", "H", "H", "H", "H", "H", "H", "H", "H", "H", "H", "H", "H", "O", "C", "C", "C", "C", "N", "C", "C", "C", "C", "C", "C", "O", "C", "C", "N", "H", "H", "H", "H", "H", "H", "H", "H", "H", "H", "H", "H"],
  "coordinates": [[0.008098, 0.475196, -0.599981], [-0.213102, 3.951796, 0.246719], [-0.035002, 2.721996, -1.235281], [-1.700302, 2.988596, -2.144381], [-2.024202, 4.030896, -2.997681], [-3.340802, 4.250796, -3.369981], [-4.355902, 3.442096, -2.881881], [-4.050402, 2.380396, -2.050681], [-2.727202, 2.155496, -1.692181], [-2.268402, 0.733496, -0.661881], [-3.094702, 0.908596, 0.932719], [-3.060902, -0.202404, 1.776719], [-3.652602, -0.138504, 3.023019], [-4.283502, 1.028696, 3.428219], [-4.289902, 2.141996, 2.603419], [-3.684502, 2.092696, 1.359219], [-3.086202, -0.652204, -1.491381], [-2.478602, -1.044204, -2.683981], [-2.974802, -2.123404, -3.388181], [-4.072402, -2.816404, -2.897081], [-4.686702, -2.414804, -1.723381], [-4.204002, -1.327604, -1.016181], [1.699598, 3.159896, -1.914481], [2.026498, 4.302896, -2.627881], [3.352498, 4.659296, -2.816781], [4.370398, 3.887896, -2.275681], [4.064998, 2.728496, -1.586281], [2.734798, 2.364596, -1.415981], [2.277398, 0.792696, -0.627081], [3.179998, -0.406904, -1.638781], [2.554898, -0.764404, -2.831781], [3.157798, -1.674404, -3.678681], [4.385498, -2.222004, -3.336281], [5.014698, -1.850304, -2.159681], [4.419798, -0.938004, -1.306381], [3.024498, 0.726296, 1.014919], [3.397998, 1.873096, 1.707519], [3.908498, 1.759196, 2.989919], [4.027598, 0.513796, 3.583819], [3.618298, -0.627304, 2.908819], [3.110098, -0.523404, 1.628219], [-0.254902, 4.973096, -0.122981], [0.634298, 3.886896, 0.923819], [-1.125002, 3.764696, 0.806619], [-1.248102, 4.676296, -3.380381], [-3.581902, 5.066796, -4.034081], [-5.380102, 3.636996, -3.158481], [-4.829002, 1.730496, -1.674381], [-2.575002, -1.110004, 1.441919], [-3.623702, -0.998104, 3.675319], [-4.777802, 1.066396, 4.387019], [-4.769502, 3.052096, 2.931919], [-3.681502, 2.963096, 0.714819], [-1.613302, -0.482504, -3.037581], [-2.512402, -2.436404, -4.311981], [-4.451402, -3.670504, -3.435481], [-5.543802, -2.955804, -1.351681], [-4.685902, -1.013004, -0.100381], [1.243098, 4.924896, -3.035181], [3.593998, 5.554896, -3.369481], [5.398298, 4.190896, -2.397981], [4.849998, 2.113296, -1.168381], [1.593598, -0.310404, -3.076681], [2.679998, -1.965404, -4.602381], [4.856098, -2.938904, -3.992181], [5.971798, -2.278604, -1.904481], [4.909198, -0.646004, -0.386181], [3.300898, 2.842296, 1.236819], [4.213898, 2.645196, 3.527819], [4.444798, 0.428096, 4.576619], [3.694898, -1.595904, 3.380319], [2.781298, -1.405304, 1.091619], [0.160198, -2.757304, 5.760919], [0.114698, -1.358504, 5.636419], [0.078798, -0.961904, 4.187519], [0.017998, 0.418196, 3.853919], [-0.039102, 0.758296, 2.527619], [-0.023002, -0.141204, 1.559519], [0.032598, -1.489004, 1.825519], [0.079898, -1.887404, 3.187819], [0.044598, -2.370004, 0.724119], [0.082798, -3.784004, 0.823319], [0.124198, -4.567504, -0.298481], [0.154298, -6.074704, -0.188881], [-0.906102, -6.597104, 0.577319], [0.126298, -3.937404, -1.563981], [0.092898, -2.564404, -1.603781], [0.045398, -1.791204, -0.528881], [0.205098, -2.991104, 6.693219], [0.993198, -0.892304, 6.109219], [-0.782302, -0.947204, 6.126519], [-0.000402, 1.169796, 4.621319], [-0.116002, 1.799796, 2.216119], [0.113498, -2.935904, 3.427119], [0.077998, -4.246104, 1.799219], [1.063998, -6.392804, 0.332319], [0.169098, -6.511704, -1.197281], [-1.740702, -6.436404, 0.124219], [0.161698, -4.509104, -2.477281], [0.105698, -2.056004, -2.562381]],
  "atomic_forces_ev_per_a": [[0.05, 0.80, -0.21], [0.14, -0.62, -0.60], [-0.09, -0.22, 0.63], [0.66, -0.21, 0.30], [-0.11, 0.11, -0.15], [0.03, 0.09, -0.03], [-0.09, -0.03, -0.03], [0.03, 0.11, 0.02], [-0.09, -0.03, 0.12], [0.19, 0.45, -0.59], [0.13, -0.12, -0.07], [-0.12, 0.16, -0.02], [0.02, -0.08, 0.00], [-0.02, 0.05, 0.02], [-0.03, 0.06, 0.17], [0.05, -0.10, -0.18], [0.13, 0.01, 0.04], [-0.03, 0.08, 0.00], [-0.05, -0.01, -0.03], [-0.01, -0.03, -0.02], [-0.11, -0.15, -0.02], [0.20, 0.14, -0.02], [-0.67, -0.29, 0.21], [0.13, 0.14, -0.12], [-0.09, 0.08, -0.01], [0.07, -0.04, 0.00], [-0.02, 0.11, 0.04], [0.00, -0.01, 0.14], [-0.27, 0.43, -0.54], [-0.20, 0.01, 0.10], [-0.06, 0.06, 0.02], [0.05, -0.02, -0.07], [0.02, -0.04, -0.03], [0.12, -0.10, -0.03], [-0.15, 0.06, 0.01], [-0.03, 0.00, -0.12], [-0.01, -0.14, -0.18], [0.00, 0.07, 0.13], [0.03, 0.01, 0.08], [-0.04, -0.06, 0.01], [0.05, 0.15, 0.00], [-0.02, 0.19, -0.14], [0.17, -0.06, 0.13], [-0.18, -0.06, 0.11], [0.07, 0.15, -0.04], [-0.02, 0.08, -0.08], [-0.12, 0.00, -0.06], [-0.10, -0.05, -0.03], [-0.06, -0.06, 0.05], [-0.04, -0.10, 0.07], [-0.01, 0.03, 0.11], [-0.04, 0.07, 0.02], [-0.05, 0.00, -0.01], [-0.13, -0.14, 0.00], [0.06, 0.00, -0.11], [-0.06, -0.10, -0.08], [-0.10, -0.04, 0.01], [-0.02, -0.02, 0.01], [-0.05, 0.14, -0.04], [0.03, 0.07, -0.06], [0.13, 0.01, -0.04], [0.12, -0.05, -0.03], [0.17, -0.12, 0.01], [-0.06, 0.01, -0.09], [0.04, -0.06, -0.06], [0.11, -0.03, 0.02], [0.02, -0.04, 0.00], [0.04, 0.06, -0.01], [0.03, 0.05, 0.02], [0.01, 0.01, 0.08], [0.02, -0.08, 0.05], [0.06, -0.07, 0.01], [0.01, -0.23, -0.06], [-0.01, 0.31, 0.26], [-0.08, 1.60, 0.40], [0.05, -1.44, 0.38], [0.01, 0.14, 0.13], [0.08, -2.24, 0.17], [-0.05, 3.56, 3.34], [-0.06, -0.67, -1.81], [0.11, -2.03, -3.59], [-0.07, 1.57, 0.77], [-0.02, -0.07, -1.55], [0.21, -0.15, -0.18], [-0.20, 0.05, 0.19], [0.06, -0.62, 1.27], [-0.01, 0.20, -0.30], [0.08, -0.46, 1.49], [-0.01, 0.01, -0.06], [-0.13, -0.01, -0.10], [0.15, -0.03, -0.07], [0.01, 0.21, 0.20], [0.06, -0.17, 0.01], [0.02, -0.13, 0.20], [-0.02, -0.09, 0.05], [-0.07, 0.09, -0.15], [0.07, 0.06, 0.15], [0.02, 0.00, -0.01], [0.00, -0.10, -0.08], [-0.02, -0.01, 0.16]]
}

{
  "formula": "C49H43N4O13S",
  "method": "wB97M-V/def2-TZVPD",
  "lumo_ev": -5.12,
  "e_homo_ev": -11.0,
  "charge": 1,
  "homo_lumo_gap_ev": 5.883,
  "elements": ["C", "C", "N", "N", "C", "C", "C", "C", "C", "C", "C", "C", "S", "C", "N", "N", "C", "O", "C", "H", "H", "H", "H", "H", "H", "H", "H", "H", "H", "H", "H", "H", "H", "H", "H", "H", "H", "H", "C", "C", "C", "O", "C", "C", "C", "O", "H", "H", "H", "H", "C", "C", "C", "O", "C", "C", "C", "O", "H", "H", "H", "H", "C", "C", "C", "O", "C", "C", "C", "O", "H", "H", "H", "H", "C", "C", "C", "O", "C", "C", "C", "O", "H", "H", "H", "H", "C", "C", "C", "O", "C", "C", "C", "O", "H", "H", "H", "H", "C", "C", "C", "O", "C", "C", "C", "O", "H", "H", "H", "H"],
  "coordinates": [[-5.405828, -1.398577, -0.966750], [-4.654998, -1.976070, 0.364106], [-3.203421, -2.132979, 0.658064], [-2.279432, -1.724308, -0.249387], [-2.775010, -1.135227, -1.504942], [-1.556488, -0.613402, -2.530747], [-1.684149, 1.030056, -2.594044], [-0.563573, 1.788192, -1.613161], [-1.133265, 3.317490, -1.304731], [-2.345588, 3.366638, -0.201746], [-3.806800, 3.807647, -0.866932], [-5.042455, 2.787171, -0.408190], [-5.867018, 2.228083, -2.013266], [-7.714015, 2.001066, -1.799690], [-8.563141, 1.509052, -0.648694], [-9.850270, 1.594475, -1.167003], [-9.839388, 2.108704, -2.610801], [-8.450292, 2.365648, -3.047224], [-4.275491, -0.890175, -2.097566], [-6.568558, -1.299338, -1.134129], [-5.388897, -2.329107, 1.238356], [-2.881378, -2.557023, 1.579887], [-1.631582, -1.143483, -3.578419], [-0.481702, -0.873360, -2.109411], [-2.736662, 1.435204, -2.205215], [-1.612457, 1.407541, -3.721178], [-0.469588, 1.249946, -0.577872], [0.431574, 1.838318, -2.226793], [-1.471382, 3.880864, -2.277581], [-0.215130, 3.925636, -0.866717], [-2.080261, 4.245848, 0.560973], [-2.416955, 2.378518, 0.436290], [-4.089145, 4.929823, -0.661208], [-3.665542, 3.677238, -2.039780], [-5.860715, 3.349727, 0.227061], [-4.540960, 1.910473, 0.200155], [-10.766297, 2.302401, -3.303546], [-4.570343, -0.405411, -3.119573], [2.287067, -3.952144, -5.536331], [1.468306, -2.896385, -5.572805], [1.354041, -1.975549, -4.424669], [0.603412, -1.010117, -4.456426], [2.180339, -2.265509, -3.235990], [2.999100, -3.321267, -3.199516], [3.113364, -4.242103, -4.347651], [3.863994, -5.207535, -4.315895], [2.382227, -4.637792, -6.369446], [0.856265, -2.669746, -6.437593], [2.085178, -1.579860, -2.402875], [3.611141, -3.547906, -2.334728], [-2.224012, 3.725733, 6.003034], [-2.401310, 4.483196, 4.916231], [-2.755954, 3.884132, 3.614478], [-2.916465, 4.576477, 2.618784], [-2.908583, 2.416614, 3.560645], [-2.731284, 1.659151, 4.647448], [-2.376640, 2.258215, 5.949201], [-2.216130, 1.565871, 6.944895], [-1.962951, 4.149047, 6.965273], [-2.293686, 5.561013, 4.939594], [-3.169643, 1.993301, 2.598406], [-2.838908, 0.581335, 4.624085], [5.575988, -3.193621, 2.838518], [5.398690, -2.436159, 1.751715], [5.044046, -3.035222, 0.449962], [4.883535, -2.342878, -0.545732], [4.891417, -4.502741, 0.396129], [5.068716, -5.260203, 1.482932], [5.423360, -4.661140, 2.784685], [5.583870, -5.353484, 3.780379], [5.837049, -2.770308, 3.800757], [5.506314, -1.358342, 1.775078], [4.630357, -4.926054, -0.566110], [4.961092, -6.338020, 1.459569], [-5.522701, -0.944284, 5.334967], [-6.591988, -1.353698, 6.024410], [-7.914848, -1.481582, 5.381839], [-8.894505, -1.854323, 6.012592], [-8.009893, -1.141267, 3.948328], [-6.940607, -0.731853, 3.258885], [-5.617746, -0.603969, 3.901456], [-4.638089, -0.231228, 3.270704], [-4.545393, -0.844347, 5.791181], [-6.538424, -1.607750, 7.076269], [-8.987202, -1.241204, 3.492115], [-6.994171, -0.477801, 2.207027], [6.184186, 1.369358, -6.783284], [5.456681, 0.341993, -7.232265], [4.452928, -0.318567, -6.374739], [3.788021, -1.260242, -6.784198], [4.283220, 0.200905, -5.003188], [5.010725, 1.228269, -4.554207], [6.014478, 1.888829, -5.411733], [6.679385, 2.830505, -5.002274], [6.925069, 1.864636, -7.398948], [5.568855, -0.050167, -8.235981], [3.542337, -0.294373, -4.387524], [4.898551, 1.620430, -3.550491], [9.406355, 0.399915, 1.855435], [8.252092, -0.157492, 2.233984], [7.894743, -0.285503, 3.660562], [6.839376, -0.797357, 4.008006], [8.861050, 0.227490, 4.651970], [10.015314, 0.784897, 4.273422], [10.372663, 0.912908, 2.846844], [11.428030, 1.424763, 2.499400], [9.684154, 0.500890, 0.813379], [7.532500, -0.537865, 1.518916], [8.583252, 0.126515, 5.694027], [10.734906, 1.165271, 4.988489]],
  "atomic_forces_ev_per_a": [[6.26, 0.39, -0.51], [-0.85, 0.13, -0.45], [-4.60, 1.51, -3.07], [-3.07, 1.38, -2.87], [0.35, -0.15, -0.61], [-0.39, 0.12, 1.00], [-0.11, 0.66, 0.16], [-1.41, 0.72, -1.06], [0.89, -0.03, 0.44], [0.06, 1.56, 0.40], [0.23, -0.93, -0.77], [0.36, 1.10, 1.07], [-1.55, -0.13, 0.76], [-1.96, -0.58, 1.29], [1.61, 2.71, -7.27], [0.91, 2.10, -5.57], [2.13, -1.48, 4.53], [-2.19, -1.95, 5.72], [-0.59, -2.52, 6.11], [2.63, -0.37, 0.77], [2.05, 0.79, -2.05], [-0.50, 0.87, -1.69], [-0.17, 1.17, 2.18], [-2.52, 0.37, -0.66], [2.00, -1.21, -0.82], [0.12, -0.83, 2.52], [0.01, 0.81, -2.08], [-1.72, -0.18, 1.51], [0.70, -1.26, 1.74], [-1.94, -1.21, -0.92], [-0.58, -2.24, -1.64], [0.09, 1.82, -1.41], [0.60, -2.36, -0.31], [-0.44, 0.43, 2.36], [1.78, -1.28, -1.18], [-1.42, 1.52, -1.33], [2.32, -0.46, 1.52], [0.92, -1.04, 2.16], [-0.40, 0.24, -0.17], [0.13, -0.44, -0.09], [-0.20, 0.24, -0.23], [0.31, -0.28, 0.03], [0.24, -0.27, 0.15], [-0.17, 0.33, 0.30], [0.56, -0.77, -0.21], [-0.55, 0.71, 0.08], [0.04, 0.03, 0.03], [0.06, 0.04, 0.04], [0.05, 0.01, 0.03], [0.02, 0.11, -0.04], [0.00, 0.43, -0.18], [0.11, -0.04, 0.42], [-0.08, 0.48, -0.54], [-0.03, -0.37, 0.68], [0.01, -0.40, 0.23], [-0.01, 0.03, -0.40], [0.16, -0.42, 0.79], [-0.16, 0.40, -0.72], [-0.01, -0.04, -0.01], [-0.01, -0.04, -0.03], [-0.04, 0.00, 0.06], [0.02, 0.13, -0.02], [-0.04, 0.33, -0.08], [0.05, -0.11, 0.29], [-0.01, 0.35, -0.31], [-0.03, -0.29, 0.34], [-0.01, -0.38, 0.20], [-0.13, -0.03, -0.51], [0.15, -0.52, 0.81], [-0.14, 0.50, -0.76], [-0.03, -0.03, -0.11], [-0.06, -0.08, 0.06], [0.04, -0.02, 0.00], [0.02, 0.03, 0.02], [-0.14, -0.10, 0.27], [0.49, 0.10, 0.01], [-0.97, -0.36, 0.74], [0.88, 0.33, -0.61], [0.13, 0.13, -0.52], [-0.31, -0.13, 0.05], [0.13, 0.12, 0.00], [-0.24, -0.35, -0.11], [-0.01, 0.01, 0.03], [-0.03, 0.01, -0.04], [0.00, 0.01, 0.04], [-0.04, 0.10, 0.00], [-0.12, -0.31, -0.35], [0.31, 0.31, -0.06], [-0.36, -0.56, -0.31], [0.33, 0.54, 0.28], [0.14, 0.33, 0.31], [-0.38, -0.37, 0.09], [0.60, 0.80, 0.30], [-0.51, -0.70, -0.27], [-0.01, 0.01, 0.05], [-0.03, -0.01, 0.04], [0.05, 0.04, -0.03], [0.04, 0.01, -0.04], [-0.46, -0.23, -0.16], [0.30, 0.15, -0.29], [-0.47, -0.22, 0.23], [0.54, 0.42, -0.15], [0.37, 0.18, 0.09], [-0.32, -0.14, 0.36], [0.97, 0.46, -0.26], [-0.84, -0.41, 0.25], [0.03, 0.01, 0.04], [0.08, 0.03, 0.02], [-0.02, -0.02, -0.04], [-0.01, 0.00, -0.06]]
}